16
Properties=species:S:1:pos:R:3 method="wB97M-V/def2-TZVPD" energy_ev=-26425.8206 homo_ev=-12.7 charge=+1 gap_ev=7.649
C 1.601 -1.528 0.395
C 0.584 0.594 -0.069
C 1.188 -0.545 -0.728
N 1.178 1.694 0.257
S -2.939 1.216 0.121
S -3.675 -0.754 0.075
H 2.428 -1.091 0.962
H 0.790 -1.619 1.014
H 1.917 -2.476 0.086
H -0.564 0.635 -0.041
H 2.009 -0.248 -1.376
H 0.517 -0.925 -1.364
H -4.056 -0.556 -1.197
H 2.105 1.790 0.046
H 0.825 2.286 0.905
H -3.908 1.530 0.913